# C20H27NO4S

The molecule C20H27NO4S at a distorted geometry (the ωB97M-V functional and the def2-TZVPD basis, the OMol25 dataset).

Values from the calculation:
ΔE to the lowest compared entry with this formula, charge and spin: 16.438 eV
SMILES: CCOc1cc(C(=O)N[C@@H](C)Cc2cccs2)cc(OCC)c1OCC
E_tot: -41676.7626 eV
HOMO: -8.435 eV
Kohn-Sham gap: 0.3222 Ha

XYZ file:
```
53
Properties=species:S:1:pos:R:3:forces:R:3:nbo_charge:R:1
C -0.84860 -3.45270 1.30537 2.7 3.9 -4.3 -0.63
C -1.28638 -3.25639 -0.19528 -1.6 -2.4 -0.7 -0.06
O -2.33093 -2.35371 -0.42770 -0.6 4.6 1.2 -0.53
C -1.96225 -0.96998 -0.21093 -1.2 1.3 -0.6 0.31
C -0.65862 -0.64906 -0.11178 -4.4 8.7 -0.8 -0.33
C -0.22860 0.84264 -0.38706 -4.2 -2.1 3.0 -0.09
C 1.13876 1.22308 -0.20431 2.2 5.5 -5.2 0.60
O 1.61311 2.22504 -0.82416 -2.1 0.8 0.2 -0.69
N 2.09312 0.56374 0.30038 -0.4 -8.4 5.2 -0.54
C 3.53449 0.74758 0.43370 -2.6 -2.7 -0.1 -0.04
C 3.97131 0.49062 1.83095 0.5 13.5 -0.4 -0.54
C 4.23462 -0.23841 -0.48912 -0.3 3.4 0.2 -0.48
C 5.58601 0.17216 -0.50547 3.4 -5.6 2.5 -0.03
C 6.36880 0.99075 -1.11635 -13.1 4.7 -5.7 -0.31
C 7.55388 1.17869 -0.88038 15.7 1.2 -1.2 -0.24
C 8.05868 0.06938 -0.29297 -0.9 -0.7 1.6 -0.35
S 6.83682 -1.03509 0.28002 -0.3 2.4 -0.9 0.27
C -1.24185 1.81746 -0.30994 7.4 2.2 -0.1 -0.15
C -2.50345 1.41178 -0.20002 -2.2 12.6 1.0 0.19
O -3.40576 2.57764 -0.04782 2.8 -1.9 -1.2 -0.53
C -4.74458 2.44988 0.25399 -1.5 0.1 3.5 -0.07
C -4.85704 2.13749 1.96646 3.5 0.4 -4.3 -0.66
C -2.97169 0.30555 -0.23144 -4.5 -17.8 -1.1 0.25
O -4.35092 -0.12835 -0.35966 3.0 -0.1 0.5 -0.60
C -4.67997 -1.37269 -1.30799 -1.1 5.8 1.1 -0.06
C -6.08386 -0.70752 -1.59989 -2.4 -17.4 6.7 -0.51
H -1.69701 -3.58816 1.85744 -1.8 -0.2 1.9 0.22
H -0.20459 -4.26452 1.18471 1.0 -1.6 0.7 0.22
H -0.17450 -2.51103 1.46536 -1.5 -1.8 0.8 0.21
H -0.46383 -3.02951 -0.93986 -0.6 -0.7 1.0 0.18
H -1.96887 -4.15382 -0.51915 2.3 0.7 0.4 0.20
H 0.06505 -1.21260 -0.29264 5.9 -5.4 -1.0 0.18
H 1.70043 -0.36775 0.73245 1.5 2.1 -0.6 0.35
H 3.64340 1.74234 0.29295 1.0 3.0 -1.5 0.24
H 5.01300 0.81489 1.91102 0.1 -0.4 -0.1 0.23
H 3.47378 1.50581 2.52097 0.9 -3.8 -1.5 0.20
H 3.89826 -0.38716 2.06460 -1.4 -9.5 3.5 0.17
H 3.93311 -0.37349 -1.46112 -1.5 0.9 -2.7 0.24
H 4.15290 -1.20494 -0.22463 -0.3 -3.3 2.1 0.22
H 5.81733 1.66199 -1.82959 0.4 -0.2 0.6 0.22
H 8.48171 1.77779 -1.59442 -3.5 -1.3 2.4 0.22
H 9.06123 -0.04013 -0.10614 2.2 -0.7 0.6 0.22
H -0.87841 2.99662 -0.23920 -1.3 -3.4 -0.4 0.28
H -4.98539 3.50014 0.21926 -1.3 0.0 -0.9 0.19
H -5.30651 1.59719 -0.25576 0.6 2.1 0.4 0.22
H -4.08522 2.79284 2.45316 -0.9 -0.6 -0.4 0.20
H -5.81627 2.18950 2.36158 -1.6 -0.2 0.6 0.20
H -4.42462 1.17900 1.67712 -0.4 -0.7 1.9 0.21
H -4.75680 -2.23387 -0.64287 0.6 -0.1 -0.9 0.23
H -3.92415 -1.11987 -2.12188 -1.1 -1.7 0.8 0.22
H -6.51424 -1.56694 -2.43595 0.4 2.1 2.3 0.17
H -6.82553 -0.74270 -0.64435 2.0 0.3 -2.5 0.23
H -6.04940 -0.00120 -2.10168 0.8 12.5 -7.7 0.14
```
Positions in Å, forces in eV/Å.

# C20H28AgNOSi

C20H28AgNOSi as an isolated structure (the ωB97M-V functional and the def2-TZVPD basis, the OMol25 dataset).

Values from the calculation:
ΔE to the lowest compared entry with this formula, charge and spin: 0.000 eV
E_tot: -36607.1742 eV
HOMO: 1.594 eV
charge: -2
Kohn-Sham gap: 0.1313 Ha

XYZ file:
```
52
Properties=species:S:1:pos:R:3:forces:R:3:nbo_charge:R:1
Ag -0.30976 1.00074 -0.60620 0.0 -0.3 -0.1 0.55
C 2.15374 1.84278 -2.85302 -0.1 0.1 -0.1 -1.13
Si 2.76509 0.64482 -1.53929 0.0 0.0 0.2 1.84
C 4.61589 1.03890 -1.35339 0.1 0.0 -0.1 -1.14
C 2.73938 -1.07445 -2.31297 0.0 -0.1 -0.1 -1.14
N 1.81949 0.74712 -0.15327 0.2 0.2 0.2 -1.24
C 2.10330 0.34692 1.13003 0.0 -0.1 0.2 0.15
C 3.36456 0.54789 1.74057 -0.1 0.0 -0.1 -0.29
C 3.65574 0.14778 3.03747 0.0 0.0 0.0 -0.24
C 2.69557 -0.48044 3.81700 0.0 0.0 0.0 -0.30
C 1.43596 -0.69353 3.26097 0.1 0.0 0.1 -0.26
C 1.13866 -0.30103 1.97039 -0.1 0.2 -0.5 0.33
O -0.08755 -0.60404 1.44045 0.0 -0.1 0.3 -0.58
C -1.25415 0.11109 1.88126 0.0 -0.1 -0.2 0.21
C -2.43464 -0.24539 1.00627 -0.1 0.0 0.0 -0.31
C -3.67509 0.29700 1.69649 0.1 0.0 0.1 -0.39
C -3.63163 1.22499 2.71062 0.0 0.0 0.0 -0.22
C -2.44846 1.66289 3.32805 0.1 -0.2 -0.2 -0.53
C -1.24482 1.02040 2.87605 -0.1 0.2 0.2 -0.30
H 2.51129 1.55291 -3.84699 0.0 0.0 0.0 0.21
H 2.50452 2.85789 -2.64394 0.0 0.0 0.0 0.22
H 1.06090 1.86308 -2.87257 0.0 0.0 0.0 0.25
H 5.08806 1.02221 -2.34316 0.0 0.0 0.0 0.21
H 5.12626 0.30558 -0.72415 0.0 0.0 0.0 0.22
H 4.77200 2.02860 -0.91542 0.0 0.0 0.0 0.22
H 3.38664 -1.12453 -3.19610 0.0 0.0 0.0 0.20
H 1.72183 -1.34355 -2.60730 0.0 0.0 0.0 0.24
H 3.08040 -1.82115 -1.58979 0.0 0.0 0.0 0.23
H 4.12349 1.06704 1.17066 0.0 0.0 0.0 0.19
H 4.64431 0.34576 3.44184 0.0 0.0 0.0 0.18
H 2.90868 -0.78745 4.83445 0.0 0.0 0.0 0.18
H 0.64159 -1.16593 3.82670 0.0 0.0 0.0 0.22
H -2.47658 -1.35125 0.97613 0.0 0.0 0.0 0.16
H -4.63644 0.00590 1.27798 0.0 0.0 0.0 0.16
H -4.58464 1.62658 3.06070 0.0 0.0 0.0 0.16
H -2.43097 2.41733 4.10299 0.0 0.0 0.0 0.17
H -0.30117 1.25299 3.35989 0.0 0.0 0.0 0.19
C -2.54926 -0.31375 -2.94039 0.0 0.0 -0.1 -0.60
C -2.57997 -0.90296 -1.52953 -0.1 0.0 0.1 -0.08
C -1.55049 -2.03480 -1.46498 0.0 0.0 0.0 -0.61
C -3.98021 -1.51106 -1.31207 0.0 0.0 0.0 -0.62
C -2.30458 0.21416 -0.50180 0.0 0.2 0.1 -0.61
H -2.80615 -1.07065 -3.69551 0.0 0.0 0.0 0.17
H -1.55627 0.08509 -3.16175 0.0 0.0 0.0 0.21
H -3.26011 0.51437 -3.02319 0.0 0.0 0.0 0.19
H -1.73458 -2.76900 -2.26213 0.0 0.0 0.0 0.17
H -1.58487 -2.55638 -0.50621 0.0 0.0 0.0 0.21
H -0.53793 -1.63913 -1.57435 0.0 0.0 0.0 0.22
H -4.18850 -2.32259 -2.02458 0.0 0.0 0.0 0.17
H -4.74771 -0.74070 -1.43500 0.0 0.0 0.0 0.19
H -4.08210 -1.91487 -0.30242 0.0 0.0 0.0 0.21
H -3.07871 0.97581 -0.65550 0.0 0.0 0.0 0.18
```
Positions in Å, forces in eV/Å.

# C20H28AuF5N2O2SSi

C20H28AuF5N2O2SSi as an isolated structure at a distorted geometry (the ωB97M-V functional and the def2-TZVPD basis, the OMol25 dataset).

Values from the calculation:
ΔE to the lowest compared entry with this formula, charge and spin: 0.948 eV
E_tot: -64262.4028 eV
HOMO: -8.333 eV
Kohn-Sham gap: 0.2651 Ha

XYZ file:
```
60
Properties=species:S:1:pos:R:3:forces:R:3:nbo_charge:R:1
Au 1.22301 -0.80796 -0.43168 0.0 -0.3 0.9 0.89
F -0.95685 -3.34006 5.97856 0.0 0.0 0.0 -0.28
C -0.71862 -3.18647 4.67845 0.0 0.0 0.2 0.28
C 0.41649 -2.53443 4.24933 0.2 0.1 0.1 0.25
F 1.27894 -2.04873 5.14437 0.0 0.0 0.0 -0.29
C 0.66333 -2.38765 2.89651 0.3 0.1 0.0 0.38
F 1.77884 -1.74345 2.55503 0.0 0.0 0.0 -0.29
C -0.21226 -2.85588 1.92798 0.0 0.0 -0.1 -0.32
S 0.00407 -2.70863 0.18538 -0.1 0.3 -0.2 -0.15
C -1.34917 -3.50798 2.40113 -0.1 -0.1 -0.2 0.33
F -2.25239 -3.98743 1.53965 0.0 0.0 0.0 -0.29
C -1.60654 -3.68008 3.74446 -0.1 -0.1 0.0 0.26
F -2.71150 -4.31029 4.14803 0.0 0.0 0.0 -0.29
C -1.11704 -1.97948 -3.27401 0.1 0.0 0.0 -0.67
C 0.17682 -1.36940 -3.69606 0.1 0.1 0.0 0.38
N 1.11049 -0.88202 -2.90749 0.3 0.0 -0.4 -0.56
C 2.13942 -0.44454 -3.72849 -0.2 0.0 0.3 -0.09
C 1.80975 -0.65843 -5.02533 -0.1 -0.1 0.0 -0.10
N 0.55952 -1.24412 -4.99105 0.0 0.0 0.0 -0.52
H -1.22048 -1.89751 -2.19355 0.0 0.0 0.0 0.26
H -1.15399 -3.03971 -3.53252 0.0 0.0 0.0 0.24
H -1.96151 -1.48001 -3.75126 0.0 0.0 0.0 0.23
H 3.03110 -0.00464 -3.31152 0.0 0.0 0.0 0.23
H 2.32964 -0.45949 -5.94722 0.0 0.0 0.1 0.22
H 0.02797 -1.54936 -5.78682 0.0 0.0 0.0 0.42
C -1.41204 1.11351 -1.72401 -0.1 -0.2 -0.4 -1.27
Si -0.33833 1.02768 -0.21091 0.0 -0.2 0.0 1.76
C -1.51677 0.86775 1.26746 0.0 0.0 0.2 -0.59
C -0.77230 0.90700 2.60955 -0.1 0.0 0.0 -0.61
C -2.54268 2.01630 1.21872 0.0 0.1 0.1 -0.61
C -2.32690 -0.42656 1.16716 -0.3 0.2 0.0 -0.61
C 0.82118 2.53382 -0.24562 0.3 -0.1 0.1 -0.58
C -0.02243 3.81250 -0.11904 0.1 0.1 0.0 -0.61
C 1.86713 2.51060 0.88272 0.0 0.1 -0.1 -0.62
C 1.52999 2.59498 -1.61262 -0.2 0.3 0.0 -0.62
H -1.89633 2.09369 -1.76102 0.0 0.0 0.0 0.25
H -2.19265 0.35014 -1.70128 0.0 0.1 0.0 0.24
H -0.83111 0.98310 -2.63838 -0.1 0.0 0.0 0.25
H -0.35778 1.89719 2.81149 0.0 0.0 0.0 0.21
H 0.05168 0.19032 2.64945 0.0 0.0 0.0 0.21
H -1.46760 0.67049 3.42456 0.0 0.0 0.0 0.21
H -2.09100 3.00118 1.31555 -0.1 -0.1 0.0 0.21
H -3.23721 1.89282 2.05798 0.0 0.0 -0.1 0.21
H -3.13404 2.00325 0.29876 0.0 0.0 0.1 0.21
H -1.70764 -1.30597 1.17398 0.0 0.0 0.0 0.22
H -2.93598 -0.45925 0.25784 0.0 0.0 0.1 0.20
H -3.01265 -0.48309 2.02301 0.0 0.0 -0.1 0.21
H -0.52910 3.89161 0.84186 0.1 0.0 0.0 0.20
H -0.77022 3.90510 -0.91152 0.0 0.0 0.0 0.20
H 0.65252 4.67286 -0.20146 0.0 0.0 0.0 0.21
H 1.40856 2.58575 1.86943 0.0 0.0 0.0 0.20
H 2.54378 3.36678 0.76684 -0.1 0.0 0.0 0.20
H 2.47707 1.60801 0.85589 -0.1 0.1 0.0 0.25
H 0.81428 2.59431 -2.44166 0.1 0.0 0.1 0.20
H 2.22910 1.78386 -1.75912 0.1 -0.2 0.0 0.24
H 2.09586 3.53414 -1.66981 0.0 -0.1 0.0 0.21
O 3.21630 0.16500 -0.59635 0.4 -0.5 -0.2 -0.79
C 3.86619 -0.92487 -0.34400 -1.1 0.2 0.2 0.63
O 3.27676 -1.96714 -0.02291 0.5 0.1 -0.4 -0.70
H 4.95532 -0.89914 -0.40443 0.2 0.2 0.0 0.11
```
Positions in Å, forces in eV/Å.

# C20H28BBr7Cl2FMgN5O7

C20H28BBr7Cl2FMgN5O7 as an isolated structure at a distorted geometry (the ωB97M-V functional and the def2-TZVPD basis, the OMol25 dataset).

Values from the calculation:
ΔE to the lowest compared entry with this formula, charge and spin: 4.693 eV
E_tot: -567147.0202 eV
HOMO: -5.594 eV
Kohn-Sham gap: 0.0556 Ha

XYZ file:
```
72
Properties=species:S:1:pos:R:3:forces:R:3:mulliken_charge:R:1
N 2.65222 -0.71454 -2.41987 -5.8 1.9 1.6 -0.58
C 1.50190 -0.36083 -2.23661 2.1 -1.1 -3.2 0.35
O 0.13375 -0.05304 -2.58008 4.6 -2.1 0.8 0.28
N -0.31140 0.72684 -1.50873 -2.6 1.8 1.1 -0.13
C -1.60706 1.33480 -1.95903 -1.0 3.6 0.9 0.34
O -1.90425 2.50017 -1.60544 1.2 -5.5 -1.6 -0.46
O -2.42730 0.53912 -2.82461 1.9 1.3 1.6 0.26
B -3.25926 -0.43338 -2.07160 -2.8 -3.0 1.9 0.00
N -4.75368 -0.26384 -2.00948 3.4 0.4 -1.9 -0.26
O -2.60501 -1.56989 -1.42262 -0.5 3.2 -2.2 -0.20
H -0.51814 0.11182 -0.69086 -0.2 0.2 -0.9 0.24
H -4.94087 0.48186 -1.28202 -0.8 -0.5 0.5 -0.04
H -5.07206 0.17760 -2.90199 0.3 -0.2 0.9 0.14
H -2.41473 -2.26972 -2.12141 0.2 -1.0 1.0 0.17
Cl -6.20783 0.99220 0.16620 0.1 0.4 0.2 -0.77
C 7.12420 -1.70783 7.31095 0.0 -0.1 -0.3 -0.91
N 6.04847 -1.80019 6.30363 0.1 0.2 0.4 0.01
C 6.34396 -2.24984 5.06461 -0.6 -0.1 -0.7 -0.33
C 5.35092 -2.38772 4.10823 0.8 0.2 0.2 -0.61
C 4.02533 -2.06856 4.41664 -0.1 -0.1 -0.1 0.55
C 3.76392 -1.58402 5.70319 0.2 0.0 0.7 -0.77
C 4.78561 -1.45636 6.62785 -0.7 -0.1 -0.5 -0.05
C 2.93185 -2.25384 3.44867 -0.2 -0.1 0.2 0.81
C 1.84778 -3.07699 3.75280 -0.4 0.2 0.0 -0.91
C 0.78740 -3.21790 2.86621 0.9 -0.2 0.1 -0.22
N 0.80080 -2.54309 1.67836 0.1 -0.3 0.6 0.11
C 1.85044 -1.75920 1.35127 0.4 0.0 0.6 -0.12
C 2.92048 -1.60334 2.21440 0.0 0.1 -0.7 -0.62
C -0.32496 -2.63241 0.72244 0.4 0.0 -0.6 -0.71
H 7.90907 -1.06475 6.91100 0.0 -0.1 0.2 0.37
H 7.49700 -2.71760 7.49042 0.1 0.2 0.1 0.36
H 6.73156 -1.28636 8.23525 0.0 -0.1 -0.2 0.27
H 7.37761 -2.50580 4.86005 -0.1 0.0 0.1 0.46
H 5.62030 -2.76962 3.12781 0.0 0.1 0.2 0.49
H 2.75782 -1.29907 5.99622 0.2 0.0 0.0 0.49
H 4.60216 -1.08834 7.63068 0.1 0.0 -0.1 0.37
H 1.81390 -3.62400 4.69072 0.0 0.0 -0.2 0.48
H -0.07650 -3.87196 3.12399 1.5 0.5 -0.7 0.73
H 1.80972 -1.25289 0.39292 0.0 -0.1 0.1 0.11
H 3.73513 -0.94824 1.92057 -0.1 -0.1 0.0 0.49
H 0.07031 -2.98087 -0.23433 -0.2 0.0 -0.1 0.40
H -0.75934 -1.63562 0.62978 -0.2 -0.2 0.0 0.40
H -1.06835 -3.32462 1.08636 0.1 0.1 -0.4 -0.13
F -1.88764 -4.17489 -2.32480 0.2 1.2 0.0 -0.87
Mg -1.58134 -0.60586 -4.48199 0.1 -0.3 -0.3 0.30
C 1.65700 -3.19675 -6.60877 -0.2 -0.1 -0.1 -0.35
Br 1.90646 -2.02379 -5.08296 0.1 -0.3 -0.4 0.07
Br 2.54467 -2.51541 -8.19368 -0.1 -0.1 0.3 -0.02
Br 2.18882 -5.01845 -6.21073 -0.1 0.4 -0.1 0.01
H 0.58938 -3.21617 -6.82462 0.3 0.0 0.1 0.31
Br -2.05254 -3.58246 3.16201 -3.4 -1.8 -0.1 -0.20
O -1.90814 8.99244 -1.61086 -0.4 -0.7 -0.1 -0.58
C -1.89643 7.78777 -1.62480 0.0 1.1 0.3 0.44
O -3.01063 7.01366 -1.52123 0.3 0.5 -0.1 -0.36
C -2.62747 5.63454 -1.46209 -0.2 -0.5 0.1 -0.17
C -1.25218 5.57811 -2.08403 0.5 -0.5 -0.2 -0.14
C -0.66784 6.92298 -1.71069 0.1 -0.4 -0.4 -0.42
H -2.62391 5.31799 -0.41497 0.0 0.0 -0.1 0.23
H -3.34989 5.02824 -2.01118 -0.1 0.2 0.2 0.13
H -0.65829 4.73098 -1.73782 -0.2 0.0 0.0 0.24
H -1.34011 5.50644 -3.17293 0.0 0.0 0.1 0.11
H -0.17996 6.89806 -0.73326 0.0 0.1 -0.1 0.26
H 0.01791 7.28991 -2.47445 0.0 0.2 0.3 0.30
Cl -3.23888 -5.36494 1.90974 1.1 1.7 1.1 -0.11
C -4.25249 3.43128 -4.82158 -0.1 0.1 0.3 0.24
Br -5.01501 1.72598 -5.32642 0.1 0.3 0.0 -0.07
Br -2.61149 3.80428 -5.78940 -0.2 -0.1 0.1 -0.07
Br -5.53253 4.87734 -4.99268 0.3 -0.3 0.0 -0.03
H -3.99129 3.36004 -3.76578 -0.1 0.0 -0.3 -0.11
O -8.27815 -1.43808 -1.47645 0.1 -0.3 -0.2 -0.66
H -7.44699 -0.94185 -1.43961 -0.1 0.2 0.3 0.33
H -8.04389 -2.30954 -1.13646 0.0 0.2 0.0 0.30
```
Positions in Å, forces in eV/Å.